# 1
The following is a quantum chemistry calculation of C7H20O2Si2 as an isolated structure, from OMol25.

Last column: Löwdin charge in e.
Cartesian coordinates (Å):
H -1.783 -0.357 0.559  -0.001
H 0.073 -2.038 1.449  0.076
H -4.986 -0.765 -2.133  -0.069
H -5.967 1.103 -0.938  -0.066
H 3.195 1.353 0.369  0.074
C 1.054 1.141 0.030  -0.355
H -5.007 -0.752 0.272  -0.061
H 0.281 -0.710 -0.857  0.108
H 2.636 2.046 -1.156  0.086
C 1.230 -0.298 -0.490  -0.174
C 1.870 -1.304 0.487  -0.429
H 2.315 2.888 0.369  0.082
H 1.540 -2.271 2.399  0.077
O -1.271 2.095 0.026  -0.244
C 2.182 -2.610 -0.252  -0.080
H 1.422 -2.815 -1.012  0.078
H 3.149 -2.568 -0.757  0.076
H 2.205 -3.465 0.431  0.073
C -0.048 1.930 -0.695  -0.211
H 0.301 2.948 -0.887  0.119
Si -4.886 0.096 -0.938  0.503
H -3.146 1.413 1.530  -0.004
O -3.420 0.846 -0.944  -0.464
H 0.804 -0.673 2.301  0.067
C 2.377 1.903 -0.101  -0.071
C 1.024 -1.576 1.730  -0.081
H 2.825 -0.868 0.808  0.125
H 1.891 -0.244 -1.367  0.122
H 0.799 1.112 1.094  0.127
H -0.263 1.474 -1.671  0.127
Si -2.396 0.965 0.342  0.392

Results
* E: -27436.451 eV
* LUMO: 0.888 eV
* gap between HOMO and LUMO: 11.4 eV
* E_HOMO: -10.47 eV


# 2
The following is a quantum chemistry calculation of an isolated molecule of C15H12N2O4S, from OMol25.

Last column: Löwdin charge in e.
Cartesian coordinates (Å):
H -1.851 -2.932 0.396  0.094
H -5.598 -1.084 -0.769  0.099
O -0.603 -1.012 2.189  0.077
C -1.719 1.369 1.227  -0.006
C -3.919 1.140 -0.426  -0.019
H 7.111 2.056 -0.315  0.103
H -4.775 -2.493 -1.481  0.096
C -3.200 -0.006 -0.098  -0.212
C -1.102 -2.174 0.169  -0.367
H 7.522 -0.539 0.402  0.123
C 4.988 1.393 -0.359  0.005
N 1.007 -0.407 -0.299  0.061
C 1.454 -1.573 0.066  -0.668
C -3.531 2.379 0.055  -0.072
C 3.124 -0.308 -0.104  -0.258
C -2.073 0.114 0.736  -0.084
H -4.786 1.077 -1.063  0.101
H -2.135 3.466 1.263  0.103
C 6.617 -0.013 0.173  -0.108
O -3.543 -1.255 -0.512  -0.104
H -4.619 -0.897 -2.253  0.099
N 2.075 0.399 -0.405  0.117
O 2.793 -1.591 0.206  0.112
H -1.208 -1.844 -0.861  0.088
H -4.102 3.252 -0.224  0.106
O 5.475 -0.706 0.237  0.073
C -1.213 -1.015 1.147  -0.434
H 4.419 2.253 -0.640  0.116
C -4.702 -1.422 -1.297  -0.069
C 4.479 0.145 -0.086  -0.205
C 6.382 1.282 -0.188  -0.052
H -0.855 1.429 1.870  0.123
S 0.519 -2.982 0.358  1.038
C -2.432 2.500 0.886  -0.076

Results
* E: -37753.131 eV
* LUMO: 0.503 eV
* gap between HOMO and LUMO: 8.5 eV
* E_HOMO: -8.04 eV
* SMILES: COc1ccccc1C(=O)CSc1nnc(-c2ccco2)o1


Energy above the lowest of the compared OMol25 structures with the same formula, charge and spin list, top to bottom, in kcal per mole: 0.0; 53.1